No. 1
Density functional theory data (ωB97M-V/def2-TZVPD) for a cluster of 12 separate species, C28H80O20S12 in total.

Geometry as XYZ:
```
140
Properties=species:S:1:pos:R:3:lowdin_charge:R:1
O 2.55090 2.92990 5.00483 -0.255
S 2.51944 1.50511 5.03259 0.535
O 3.07709 0.83204 3.89360 -0.307
O 3.17524 1.04432 6.37773 -0.250
C 3.88260 -0.25290 6.45453 -0.201
C 5.32116 -0.06126 6.01123 -0.054
C 0.85010 0.98217 5.29609 -0.101
H 3.29578 -0.93329 5.83909 0.094
H 3.83954 -0.56980 7.49229 0.126
H 5.81991 -1.02975 6.07684 0.092
H 5.72471 0.66054 6.71838 0.093
H 5.36753 0.27969 4.98425 0.043
H 0.55492 1.33545 6.27670 0.079
H 0.86957 -0.10676 5.21849 0.072
H 0.25608 1.30741 4.44571 0.068
O -1.68774 -1.19522 -4.91695 -0.263
S -3.09357 -1.38859 -4.98535 0.544
O -4.01295 -0.30090 -4.88693 -0.282
O -3.42745 -2.16056 -6.31501 -0.257
C -4.81080 -2.55313 -6.50773 -0.263
C -5.15964 -2.45461 -7.96103 -0.064
C -3.53966 -2.62979 -3.78304 -0.107
H -5.42567 -1.87373 -5.91822 0.112
H -4.91391 -3.58126 -6.15786 0.122
H -4.75993 -1.56455 -8.44436 0.088
H -6.24182 -2.42872 -8.09813 0.085
H -4.79995 -3.31832 -8.52239 0.081
H -3.27366 -3.59487 -4.20532 0.079
H -4.60823 -2.55960 -3.60300 0.065
H -2.97101 -2.42154 -2.87756 0.042
O 0.17688 -1.00455 2.50903 -0.280
S 0.39799 -0.87708 1.10164 0.523
O 1.09056 -1.91022 0.39605 -0.287
O -0.96587 -0.66090 0.39583 -0.270
C -0.95475 -0.34153 -1.03569 -0.214
C -2.32383 0.22497 -1.33539 -0.055
C 1.15705 0.71673 0.86335 -0.100
H -0.88047 -1.34895 -1.45098 0.103
H -0.17123 0.32670 -1.38602 0.103
H -2.34936 1.22938 -0.91687 0.051
H -3.07106 -0.35726 -0.79350 0.074
H -2.52608 0.16888 -2.40119 0.075
H 0.28677 1.37390 0.80350 0.055
H 1.71095 0.82872 -0.06142 0.060
H 1.71446 0.97535 1.75852 0.045
O 7.75149 4.17141 2.73826 -0.263
S 6.44576 4.18875 3.29953 0.549
O 6.14730 5.05736 4.38638 -0.265
O 5.42799 4.40409 2.11036 -0.242
C 4.10157 4.85227 2.43541 -0.240
C 3.03879 3.94207 1.81907 -0.068
C 6.04451 2.52121 3.76166 -0.115
H 3.90106 5.85294 2.05633 0.127
H 3.94511 4.82645 3.51194 0.099
H 3.28146 2.88765 1.98196 0.059
H 2.85620 4.12454 0.76459 0.045
H 2.12478 4.13628 2.38769 0.080
H 6.73429 2.31749 4.57320 0.078
H 6.31334 1.97952 2.85771 0.073
H 4.97971 2.55621 3.97159 0.036
C 1.00224 -5.44218 -4.36419 -0.260
S 1.05288 -5.29002 -2.56794 0.778
O 2.11846 -6.20888 -2.08677 -0.545
C 1.83630 -3.67729 -2.47647 -0.261
H 0.57662 -6.42843 -4.54239 0.046
H 2.04373 -5.45562 -4.69066 0.056
H 0.45667 -4.65691 -4.88276 0.055
H 2.47078 -3.49536 -3.34654 0.053
H 2.37791 -3.55949 -1.54357 0.049
H 1.09018 -2.87705 -2.55422 0.044
C -0.99302 5.30536 -1.33989 -0.250
S 0.33708 4.10844 -1.14465 0.817
O -0.14092 2.81497 -1.72834 -0.552
C 1.46323 4.74433 -2.38934 -0.251
H -1.47290 5.43785 -0.36934 0.042
H -1.74838 4.85175 -1.98473 0.028
H -0.73747 6.26742 -1.77748 0.058
H 1.08198 4.52063 -3.38445 0.070
H 2.31712 4.07281 -2.27283 0.000
H 1.78934 5.75237 -2.15096 0.067
C -5.72689 -3.00951 -0.67324 -0.241
S -6.34300 -1.91758 0.65136 0.825
O -7.63106 -2.53138 1.08642 -0.565
C -5.09859 -2.42225 1.84879 -0.263
H -5.24935 -3.86171 -0.20358 0.017
H -5.05907 -2.39096 -1.26709 0.020
H -6.59869 -3.34325 -1.23112 0.057
H -5.37221 -3.40377 2.24393 0.057
H -5.06491 -1.75423 2.70699 0.031
H -4.14006 -2.46477 1.32737 0.033
C 4.83749 2.62893 -3.70924 -0.245
S 5.37884 2.91451 -2.00237 0.846
O 4.56647 4.07473 -1.54762 -0.557
C 4.65615 1.41977 -1.31069 -0.272
H 3.83686 3.04887 -3.77649 0.043
H 4.91159 1.59440 -4.03769 0.054
H 5.51322 3.19408 -4.35226 0.047
H 3.57974 1.29301 -1.42281 0.054
H 4.93755 1.39113 -0.25928 0.029
H 5.15355 0.59851 -1.83278 0.055
C -4.00481 3.45018 -2.37059 -0.255
S -5.66789 2.93620 -1.85067 0.817
O -6.60985 3.57622 -2.81053 -0.562
C -5.48774 1.18033 -2.24483 -0.244
H -3.30665 3.05107 -1.63848 0.015
H -4.05359 4.52543 -2.50951 0.050
H -3.83603 2.97215 -3.33684 0.061
H -4.96661 0.84866 -1.34009 0.004
H -4.73877 1.07432 -3.02759 0.013
H -6.43249 0.68936 -2.43626 0.065
C 3.72481 -2.45657 3.36206 -0.270
S 5.26596 -2.27753 2.48109 0.814
O 5.48060 -3.53406 1.72968 -0.543
C 4.64055 -0.96772 1.35912 -0.234
H 3.39439 -1.47561 3.69320 0.010
H 3.90457 -3.01429 4.28432 0.054
H 2.94997 -2.96236 2.78624 0.065
H 3.60203 -1.25540 1.21219 0.031
H 5.19186 -0.87776 0.42950 0.044
H 4.81912 -0.08928 1.97912 0.026
C -3.19470 -5.66328 0.53974 -0.263
S -1.99633 -4.65267 -0.32092 0.814
O -2.60002 -3.30356 -0.54260 -0.555
C -0.67205 -4.55110 0.88711 -0.237
H -3.58620 -5.20734 1.45269 0.054
H -2.67888 -6.56393 0.87873 0.055
H -4.01749 -5.88702 -0.13244 0.048
H -0.94366 -3.86852 1.69793 0.063
H 0.11684 -4.03209 0.34719 0.016
H -0.42106 -5.53514 1.27093 0.065
C -2.64678 2.55936 1.61788 -0.258
S -4.21085 1.83824 2.09529 0.819
O -4.66248 0.89035 1.05917 -0.553
C -3.64789 0.97657 3.56325 -0.253
H -2.27775 3.26664 2.36994 0.064
H -2.81380 3.23455 0.78012 0.039
H -1.89679 1.77600 1.50351 0.039
H -4.44584 0.38624 3.99933 0.049
H -3.22824 1.70886 4.25203 0.053
H -2.81897 0.33138 3.24680 0.053
```

Electronic energy   -201297.484 eV
Net charge   0
Relative energy (zero: lowest compared OMol25 entry of this formula, charge and spin)   0.0 kcal per mole



No. 2
Density functional theory data (ωB97M-V/def2-TZVPD) for a cluster of 14 separate species, C28H84N4O14 in total.

Geometry as XYZ:
```
130
Properties=species:S:1:pos:R:3:lowdin_charge:R:1
C -1.39718 -4.67682 1.92848 -0.161
O -2.77590 -4.23592 1.92816 -0.148
H -1.21023 -5.71306 1.47827 0.088
H -0.96149 -4.67729 2.95172 0.069
H -0.75242 -4.03041 1.27756 0.061
H -2.76870 -3.72775 1.07684 0.014
C -2.34128 3.09290 0.97306 -0.160
O -2.78867 2.49725 2.17486 -0.116
H -1.38795 3.57167 1.16966 0.057
H -3.10651 3.77586 0.76816 0.067
H -2.18633 2.40032 0.20432 0.033
H -3.16613 3.20877 2.70696 0.093
C 1.48525 -3.25977 3.53008 -0.173
O 1.24802 -4.02558 4.68657 -0.094
H 2.38867 -3.45736 2.94699 0.080
H 1.77523 -2.32940 3.81167 0.032
H 0.59326 -3.14854 2.93725 0.044
H 2.03748 -3.85749 5.21916 0.079
C -1.59361 1.35533 -3.00801 -0.183
O -1.92879 1.33303 -4.35109 -0.117
H -2.52358 1.38964 -2.42285 0.062
H -1.03168 2.23524 -2.72474 0.064
H -1.05728 0.43411 -2.75780 0.063
H -2.36765 2.18498 -4.64410 0.124
C 1.51350 1.27053 -4.60663 -0.089
O 1.84034 0.46726 -3.46834 -0.158
H 2.44032 1.43886 -5.03849 0.062
H 1.01673 2.21873 -4.35687 0.076
H 0.95576 0.62348 -5.31678 0.104
H 2.70764 0.66439 -3.23989 0.038
C 0.60087 -2.81855 -3.57909 -0.618
O 0.03538 -4.02989 -3.22101 -0.128
N 1.54700 -2.78196 -4.47653 0.157
N 0.07550 -1.63711 -3.37783 0.161
H 2.16078 -3.62448 -4.57072 0.143
H 1.96753 -1.94781 -4.82708 0.093
H -0.86374 -1.81015 -2.90770 0.081
H 0.62100 -0.75790 -3.35213 0.062
C -2.82826 -2.21056 -1.57453 -0.577
O -2.67107 -2.80023 -0.33057 -0.087
N -2.41021 -2.71327 -2.71940 0.133
N -3.51739 -1.16282 -1.78083 0.174
H -1.78076 -3.50698 -2.74905 0.083
H -2.75937 -2.36517 -3.64590 0.157
H -3.73566 -0.55863 -0.94479 0.098
H -3.80982 -0.86699 -2.73577 0.146
C 2.01072 -3.77251 -0.53058 -0.013
C 3.24995 -2.94388 -0.45665 -0.599
C 3.59657 -2.16932 -1.73057 -0.025
O 3.11293 -2.04695 0.41272 -0.029
H 2.21392 -4.55543 -1.24666 0.085
H 1.12276 -3.31091 -0.86050 0.047
H 1.86047 -4.28947 0.48249 0.120
H 4.10705 -3.52171 -0.08939 0.154
H 4.55700 -1.71695 -1.60687 0.047
H 2.83588 -1.40541 -1.96191 0.064
H 3.74317 -2.80200 -2.64088 0.084
H 3.96134 -1.71415 0.73659 0.132
C 2.55564 3.29303 -1.65027 -0.008
C 1.27135 4.10348 -1.90948 -0.675
C 0.18868 3.99125 -0.87857 -0.043
O 1.46115 5.30819 -1.96957 0.032
H 2.80585 3.45239 -0.58532 0.085
H 3.34860 3.68540 -2.27795 0.076
H 2.57531 2.19815 -1.84429 0.055
H 0.89687 3.98086 -2.90950 0.121
H 0.36277 4.45583 0.08540 0.092
H 0.01241 2.92561 -0.74795 0.044
H -0.78571 4.36168 -1.28885 0.106
H 2.05884 5.44591 -2.71643 0.134
C 5.40239 0.69079 -0.18263 -0.057
C 6.46838 1.72299 -0.29318 -0.599
C 5.84218 3.09662 0.18659 -0.022
O 7.53198 1.52157 0.38252 0.039
H 5.90535 -0.20388 -0.51114 0.066
H 4.52175 0.81237 -0.88213 0.095
H 5.01183 0.44493 0.82423 0.078
H 6.67120 1.75653 -1.33687 0.127
H 5.29104 2.92980 1.11825 0.065
H 5.11154 3.53639 -0.48641 0.043
H 6.53910 3.90876 0.38762 0.071
H 8.26538 2.02662 0.05456 0.116
C -2.25526 -1.59376 3.69448 -0.043
C -3.70015 -1.95843 3.68753 -0.621
C -4.33671 -1.42522 2.41982 -0.050
O -4.10951 -3.15843 3.91611 -0.007
H -2.07538 -0.52343 3.37804 0.088
H -1.57558 -2.23782 3.15780 0.059
H -1.88712 -1.44136 4.71789 0.081
H -4.09139 -1.39623 4.57831 0.139
H -4.13203 -2.03232 1.50414 0.083
H -3.96797 -0.42376 2.14330 0.057
H -5.37947 -1.18083 2.55424 0.063
H -4.51714 -3.06196 4.83760 0.152
C -1.31024 -0.15200 0.52726 -0.014
C 0.02609 -0.76746 0.10956 -0.561
C 0.87861 0.38972 -0.34018 -0.028
O 0.51929 -1.42640 1.08892 0.004
H -1.16995 0.66819 1.24590 0.072
H -1.97065 -0.83882 1.00242 0.050
H -1.95534 0.30662 -0.23579 0.055
H -0.06428 -1.49725 -0.72633 0.125
H 1.89558 0.13371 -0.61772 0.069
H 0.92709 0.99657 0.55159 0.059
H 0.43226 0.96197 -1.08488 0.031
H 1.44330 -1.61341 0.85828 0.073
C 2.88170 1.86932 2.54596 -0.035
C 1.63867 1.49605 3.37806 -0.619
C 0.47482 2.41494 3.13536 -0.037
O 1.29781 0.28083 3.27823 0.022
H 2.61971 2.01551 1.52231 0.041
H 3.55268 1.00268 2.47066 0.074
H 3.41805 2.66251 3.01019 0.068
H 1.97373 1.60775 4.45659 0.157
H 0.78043 3.45454 3.37043 0.101
H -0.44063 2.07377 3.56926 0.074
H 0.26242 2.40992 2.04876 0.054
H 0.76773 0.13988 2.50374 0.062
C -6.51199 0.23896 -0.26962 -0.030
C -5.58537 1.35302 -0.18361 -0.661
C -5.79223 2.13741 1.08188 -0.020
O -4.37034 1.00001 -0.29018 -0.029
H -6.42918 -0.25379 -1.21658 0.078
H -7.55246 0.59737 -0.11955 0.108
H -6.28046 -0.47216 0.48396 0.069
H -5.83436 2.03468 -0.96473 0.140
H -5.43709 1.56738 1.97710 0.106
H -6.80492 2.35902 1.10568 0.059
H -5.20743 3.02713 0.98465 0.059
H -4.01958 1.62836 -0.96449 0.122
```

Electronic energy   -65012.857 eV
Net charge   0
Relative energy (zero: lowest compared OMol25 entry of this formula, charge and spin)   253.2 kcal per mole



No. 3
Density functional theory data (ωB97M-V/def2-TZVPD) for a cluster of 14 separate species, C28H84N4O14 in total.

Geometry as XYZ:
```
130
Properties=species:S:1:pos:R:3:lowdin_charge:R:1
C -3.78644 -1.72816 0.11939 -0.172
O -3.58846 -2.32826 1.30310 -0.095
H -3.24212 -0.77309 0.04580 0.067
H -4.80923 -1.45133 0.01894 0.086
H -3.54312 -2.39146 -0.69089 0.064
H -2.74927 -2.27165 1.72095 0.014
C 1.88657 -0.83345 -2.93918 -0.136
O 0.57603 -1.32768 -3.07046 -0.147
H 2.20117 -0.24195 -2.09199 0.057
H 2.10087 -0.30203 -3.85051 0.093
H 2.43758 -1.73375 -3.01593 0.062
H 0.30578 -1.67258 -2.17714 0.055
C -0.36492 -0.50774 -0.47081 -0.112
O 0.13026 -1.85188 -0.35435 -0.154
H -0.65542 -0.07274 0.51551 0.089
H -0.97195 -0.28767 -1.32567 0.063
H 0.49179 0.05845 -0.69333 0.045
H -0.56667 -2.47359 -0.01739 0.063
C -2.34657 -3.23679 -2.95963 -0.220
O -2.68317 -4.42044 -2.43743 -0.109
H -1.89116 -2.55375 -2.30572 0.038
H -3.27841 -2.83003 -3.38256 0.093
H -1.71691 -3.31128 -3.88014 0.111
H -2.98252 -4.97070 -3.16564 0.117
C -0.90496 3.23832 -0.98342 -0.219
O -0.32890 4.25107 -0.31394 -0.074
H -1.95988 3.24733 -0.72628 0.051
H -0.60378 2.17039 -0.88766 0.076
H -0.82287 3.51758 -2.02074 0.078
H -0.07043 4.02895 0.57567 0.028
C -1.89516 0.93584 -3.94517 -0.644
O -2.72967 -0.10540 -3.55409 -0.101
N -2.23087 1.93100 -4.63400 0.149
N -0.63675 1.02724 -3.71160 0.168
H -3.23295 2.15707 -4.91371 0.173
H -1.55140 2.60827 -4.94067 0.127
H -0.13674 0.17796 -3.41623 0.063
H -0.07999 1.91400 -3.96803 0.148
C -0.49628 -4.83067 -0.04830 -0.599
O -0.06658 -5.45849 -1.17488 -0.072
N 0.08894 -4.92370 1.11130 0.175
N -1.54864 -4.03486 -0.00210 0.157
H 0.99020 -5.46948 1.23901 0.157
H -0.00814 -4.23423 1.86394 0.072
H -2.01182 -3.87018 -0.89969 0.068
H -2.11016 -4.01542 0.78973 0.080
C -2.45196 2.46644 2.29231 -0.022
C -2.85133 1.11807 2.89570 -0.644
C -3.27391 1.32257 4.33660 -0.030
O -3.73071 0.39160 2.40702 0.034
H -2.15548 2.25392 1.24201 0.066
H -1.65368 2.89841 2.92592 0.086
H -3.33012 3.05888 2.24603 0.080
H -1.92538 0.54951 2.72413 0.118
H -2.91919 2.17026 4.84249 0.050
H -2.96258 0.45425 4.95229 0.091
H -4.32559 1.60906 4.30043 0.099
H -3.83062 -0.40857 2.88184 0.096
C -3.98871 1.62533 -0.97181 -0.045
C -4.54967 2.25965 -2.23052 -0.662
C -6.04337 2.49873 -1.98814 -0.045
O -4.05723 3.28042 -2.72354 0.056
H -3.04780 1.06434 -1.15784 0.062
H -4.66263 0.86971 -0.54055 0.078
H -3.77153 2.44579 -0.25831 0.073
H -4.63497 1.40647 -2.95708 0.136
H -6.60281 1.61867 -1.70744 0.075
H -6.60269 2.88520 -2.79158 0.060
H -6.13475 3.16436 -1.14625 0.076
H -3.36861 3.01585 -3.30608 0.051
C 4.26438 1.03572 0.37319 -0.035
C 4.85274 0.07269 1.30870 -0.640
C 3.91218 -0.40753 2.35997 -0.040
O 5.40278 -0.96960 0.83117 0.015
H 4.03954 1.95919 0.85929 0.049
H 3.31730 0.71049 -0.06858 0.072
H 4.95044 1.27424 -0.43360 0.091
H 5.65847 0.54686 1.80543 0.139
H 4.39163 -1.18761 2.85825 0.078
H 2.90271 -0.70229 1.93049 0.070
H 3.86245 0.39775 3.04704 0.073
H 4.66368 -1.48046 0.49419 0.048
C 1.98755 2.39138 -2.11155 -0.063
C 2.54396 3.73866 -2.15799 -0.638
C 4.04174 3.74311 -1.89942 -0.022
O 2.34165 4.31313 -3.28516 0.028
H 2.69051 1.63668 -2.39832 0.063
H 1.16456 2.28867 -2.71837 0.020
H 1.76543 2.20360 -1.03119 0.085
H 1.99625 4.25031 -1.29008 0.147
H 4.32056 3.24258 -0.93628 0.065
H 4.28531 4.74745 -1.94325 0.056
H 4.51986 3.04969 -2.59648 0.095
H 2.22383 5.26551 -3.14083 0.133
C 2.44353 -4.04092 -1.56116 -0.013
C 3.08592 -3.41432 -0.28437 -0.604
C 4.50901 -3.80915 -0.12486 -0.050
O 3.01861 -2.16280 -0.13649 -0.011
H 3.00897 -3.89690 -2.46913 0.075
H 1.51035 -3.49954 -1.66728 0.051
H 2.39011 -5.11617 -1.56263 0.076
H 2.52426 -3.72427 0.61015 0.121
H 5.11661 -3.39436 -0.94103 0.102
H 4.64038 -4.88606 0.09192 0.089
H 5.03650 -3.55408 0.86520 0.107
H 2.10935 -1.98324 -0.15864 0.048
C -0.01304 -3.33337 4.53228 -0.033
C -0.40648 -2.27680 3.57735 -0.607
C 0.86733 -1.70356 2.81552 -0.014
O -1.20670 -2.69023 2.69093 -0.035
H -0.71694 -3.37539 5.45563 0.133
H 0.97259 -3.12198 4.76606 0.063
H -0.10737 -4.28245 4.11700 0.060
H -0.83424 -1.54253 4.25702 0.136
H 1.41564 -2.53724 2.27012 0.093
H 1.61568 -1.33334 3.54374 0.085
H 0.54262 -0.98615 2.03015 0.056
H -1.79702 -3.29674 3.18226 0.150
C 0.95812 1.78815 2.08636 0.005
C 1.21061 3.20628 2.65010 -0.531
C 2.55936 3.77436 2.17135 -0.013
O 0.40179 4.11361 2.27240 0.000
H 1.38083 1.75958 1.07160 0.068
H -0.07401 1.53471 2.21107 0.036
H 1.58554 0.95909 2.50614 0.069
H 1.26695 3.27883 3.73610 0.147
H 2.58547 3.89071 1.11886 0.072
H 3.35000 3.19690 2.50750 0.059
H 2.60234 4.69469 2.58635 0.051
H 0.61618 4.87649 2.72413 0.097
```

Electronic energy   -65011.497 eV
Net charge   0
Relative energy (zero: lowest compared OMol25 entry of this formula, charge and spin)   284.5 kcal per mole



HOMO-LUMO gap
In order: 0.30344 0.28995 0.33861
Unit: hartree
LUMO level
In order: -0.1 -0.3 0.1
Unit: eV
Max |F|
In order: 2.1 13.4 11.7
Unit: eV/A